This record from OMol25 describes a 8-piece molecular cluster, C34H81BrO9 overall. The level of theory is the ωB97M-V functional and the def2-TZVPD basis.

Last columns: bonded neighbours and bond lengths (Å).
Element x y z (Å)
1 Br 2.0940 2.8975 -1.9558  C31 1.950
2 O -0.0753 3.7356 7.7833  C37 1.427, H69 0.964
3 O -0.1371 -2.5243 -3.0124  C24 1.419, C38 1.419
4 O -6.4348 1.2217 -0.2556  C43 1.428, H89 0.964
5 O 5.9272 -2.1218 -1.1621  C41 1.427, H122 0.965
6 O 5.6769 1.4052 -5.3754  C16 1.426, H124 0.964
7 O -8.1659 -4.4005 -0.5735  C13 1.427, H75 0.964
8 O 8.4062 -3.4800 2.6387  C34 1.428, H58 0.964
9 O -2.5430 5.5175 0.1210  C14 1.426, H112 0.965
10 O -1.0820 -1.0495 0.0365  C11 1.419, C39 1.423
11 C -0.4438 -0.9436 -1.2263  O10 1.419, C19 1.537, C24 1.535, H55 1.092
12 C 4.0460 -0.3802 -5.5625  C16 1.520, H46 1.090, H47 1.094, H88 1.092
13 C -7.4829 -4.3592 0.6792  O7 1.427, C26 1.521, C29 1.520, H63 1.092
14 C -2.8036 6.5998 1.0124  O9 1.426, C17 1.520, C23 1.521, H48 1.092
15 C 6.5133 -0.8532 -5.6594  C16 1.520, H87 1.090, H95 1.094, H106 1.090
16 C 5.4254 0.0340 -5.0769  O6 1.426, C12 1.520, C15 1.520, H97 1.094
17 C -3.3878 7.7863 0.2629  C14 1.520, H67 1.091, H76 1.090, H102 1.094
18 C -2.3408 1.2802 1.8129  C20 1.568, C21 1.532, C33 1.533, H123 1.095
19 C 0.9301 -1.6146 -1.0736  C11 1.537, C38 1.531, C44 1.526, H93 1.092
20 C -2.7966 0.7458 0.4108  C18 1.568, C35 1.534, C39 1.529, H120 1.096
21 C -1.7130 0.2371 2.7428  C18 1.532, H62 1.092, H65 1.092, H77 1.089
22 C -7.5967 0.9439 -2.3658  C43 1.520, H57 1.094, H111 1.090, H116 1.091
23 C -3.7093 6.1481 2.1481  C14 1.521, H60 1.091, H83 1.094, H103 1.091
24 C -1.0978 -1.6734 -2.4072  O3 1.419, C11 1.535, H92 1.093, H108 1.095
25 C 9.0104 -1.7570 1.0458  C34 1.520, H49 1.090, H86 1.090, H114 1.094
26 C -5.9780 -4.4296 0.4688  C13 1.521, H54 1.094, H66 1.090, H105 1.091
27 C 4.5567 -4.0704 -1.6208  C41 1.519, H59 1.091, H104 1.091, H115 1.093
28 C -0.7671 4.3674 5.5454  C37 1.520, H52 1.090, H91 1.091, H125 1.094
29 C -7.9721 -5.4678 1.5974  C13 1.520, H74 1.091, H84 1.094, H99 1.090
30 C 2.4364 0.0618 -2.2802  C31 1.525, C44 1.527, H78 1.094, H96 1.091
31 C 3.2515 1.3317 -2.0582  Br1 1.950, C30 1.525, H85 1.086, H107 1.087
32 C -1.4880 2.1854 6.5658  C37 1.521, H81 1.091, H110 1.090, H118 1.094
33 C -1.4052 2.4918 1.7363  C18 1.533, H56 1.089, H68 1.094, H119 1.091
34 C 8.3835 -2.0737 2.3936  O8 1.428, C25 1.520, C42 1.520, H90 1.092
35 C -2.3818 1.6551 -0.7532  C20 1.534, H61 1.089, H64 1.095, H117 1.086
36 C -7.2091 -1.0053 -0.8171  C43 1.519, H45 1.091, H100 1.094, H121 1.090
37 C -1.1316 3.6403 6.8292  O2 1.427, C28 1.520, C32 1.521, H94 1.092
38 C 0.9953 -2.6792 -2.1720  O3 1.419, C19 1.531, H73 1.093, H98 1.095
39 C -2.4633 -0.7208 0.1360  O10 1.423, C20 1.529, H79 1.090, H82 1.096
40 C 6.7820 -3.7456 -2.7465  C41 1.520, H51 1.091, H80 1.094, H101 1.089
41 C 5.5532 -3.0625 -2.1676  O5 1.427, C27 1.519, C40 1.520, H109 1.094
42 C 9.0594 -1.3175 3.5254  C34 1.520, H53 1.091, H70 1.090, H71 1.094
43 C -6.6720 0.3175 -1.3349  O4 1.428, C22 1.520, C36 1.519, H50 1.093
44 C 2.0919 -0.6311 -0.9642  C19 1.526, C30 1.527, H72 1.093, H113 1.096
45 H -6.5204 -1.4293 -0.0855  C36 1.091
46 H 3.2802 0.2681 -5.1362  C12 1.090
47 H 3.9809 -0.3033 -6.6513  C12 1.094
48 H -1.8250 6.8691 1.4143  C14 1.092
49 H 8.9507 -0.6923 0.8184  C25 1.090
50 H -5.6876 0.1570 -1.7814  C43 1.093
51 H 6.5125 -4.4329 -3.5501  C40 1.091
52 H -0.5222 5.4100 5.7481  C28 1.090
53 H 9.0059 -0.2397 3.3680  C42 1.091
54 H -5.7089 -5.3796 -0.0018  C26 1.094
55 H -0.2591 0.1029 -1.4785  C11 1.092
56 H -1.9296 3.3576 1.3358  C33 1.089
57 H -8.5732 1.1503 -1.9183  C22 1.094
58 H 9.3283 -3.7596 2.6715  O8 0.964
59 H 3.6886 -3.5524 -1.2112  C27 1.091
60 H -3.2672 5.3015 2.6743  C23 1.091
61 H -2.8176 2.6475 -0.6439  C35 1.089
62 H -0.7213 -0.0455 2.3847  C21 1.092
63 H -7.7460 -3.3910 1.1095  C13 1.092
64 H -2.7814 1.2454 -1.6870  C35 1.095
65 H -1.5805 0.6764 3.7335  C21 1.092
66 H -5.6432 -3.6257 -0.1863  C26 1.090
67 H -3.5495 8.6347 0.9292  C17 1.091
68 H -1.0815 2.7569 2.7466  C33 1.094
69 H 0.7007 3.3040 7.4076  O2 0.964
70 H 8.5875 -1.5551 4.4784  C42 1.090
71 H 10.1140 -1.6006 3.5899  C42 1.094
72 H 2.9705 -1.1335 -0.5509  C44 1.093
73 H 1.9181 -2.6166 -2.7538  C38 1.093
74 H -7.4868 -5.4169 2.5729  C29 1.091
75 H -7.9606 -5.2437 -0.9934  O7 0.964
76 H -2.7204 8.0960 -0.5410  C17 1.090
77 H -2.3045 -0.6718 2.8464  C21 1.089
78 H 1.5071 0.3538 -2.7773  C30 1.094
79 H -2.8372 -1.3299 0.9592  C39 1.090
80 H 7.2931 -4.3176 -1.9667  C40 1.094
81 H -2.3252 2.1022 5.8708  C32 1.091
82 H -3.0180 -1.0496 -0.7498  C39 1.096
83 H -4.6787 5.8309 1.7528  C23 1.094
84 H -7.7534 -6.4451 1.1577  C29 1.094
85 H 3.9625 1.5320 -2.8541  C31 1.086
86 H 8.5049 -2.3083 0.2526  C25 1.090
87 H 6.3522 -1.8994 -5.4010  C15 1.090
88 H 3.8248 -1.4133 -5.2855  C12 1.092
89 H -7.2764 1.4088 0.1756  O4 0.964
90 H 7.3228 -1.8143 2.3695  C34 1.092
91 H -1.5893 4.3326 4.8285  C28 1.091
92 H -2.0223 -2.1963 -2.1502  C24 1.093
93 H 0.8842 -2.1617 -0.1300  C19 1.092
94 H -1.9791 4.1405 7.3020  C37 1.092
95 H 6.5206 -0.7706 -6.7502  C15 1.094
96 H 2.9658 -0.5974 -2.9705  C30 1.091
97 H 5.4598 -0.0215 -3.9852  C16 1.094
98 H 0.9507 -3.6752 -1.7183  C38 1.095
99 H -9.0503 -5.3973 1.7400  C29 1.090
100 H -8.1733 -0.8574 -0.3219  C36 1.094
101 H 7.4829 -3.0086 -3.1367  C40 1.089
102 H -4.3493 7.5138 -0.1817  C17 1.094
103 H -3.8802 6.9535 2.8638  C23 1.091
104 H 4.2193 -4.7545 -2.4009  C27 1.091
105 H -5.4406 -4.3547 1.4153  C26 1.091
106 H 7.4929 -0.5486 -5.2906  C15 1.090
107 H 3.7633 1.3163 -1.0995  C31 1.087
108 H -1.3841 -0.9375 -3.1665  C24 1.095
109 H 5.0691 -2.4588 -2.9405  C41 1.094
110 H -1.7544 1.6824 7.4953  C32 1.090
111 H -7.1848 1.8859 -2.7274  C22 1.090
112 H -3.3821 5.2401 -0.2656  O9 0.965
113 H 1.7801 0.1410 -0.2520  C44 1.096
114 H 10.0637 -2.0513 1.0347  C25 1.094
115 H 5.0065 -4.6618 -0.8189  C27 1.093
116 H -7.7475 0.2787 -3.2168  C22 1.091
117 H -1.3061 1.7464 -0.8707  C35 1.086
118 H -0.6322 1.6610 6.1305  C32 1.094
119 H -0.5084 2.2858 1.1505  C33 1.091
120 H -3.8921 0.7814 0.4081  C20 1.096
121 H -7.3501 -1.7294 -1.6197  C36 1.090
122 H 6.3599 -2.6097 -0.4509  O5 0.965
123 H -3.2460 1.6373 2.3151  C18 1.095
124 H 5.6551 1.5112 -6.3334  O6 0.964
125 H 0.1077 3.9029 5.0810  C28 1.094

Results
SMILES string: CC(C)[C@@H](C)CO[C@@H]1COC[C@H]1CCCBr.CC(C)O.CC(C)O.CC(C)O.CC(C)O.CC(C)O.CC(C)O.CC(C)O
Strongest force on any atom (Eh/bohr): 0.017
Total charge: 0
Molecular weight (g/mol): 713.9
Gap between HOMO and LUMO (eV): 9.940
LUMO level (hartree): 0.022